Entry 1:
The following is a DFT calculation (wB97M-V/def2-TZVPD) of an isolated molecule of C4H8N2O2.

Values from the calculation:
HOMO ... -8.85 eV
Frontier orbital gap ... 9.8 eV
SMILES ... C=CC/C(=N\O)NO
Relative energy (zero: lowest compared OMol25 entry of this formula, charge and spin) ... 7.053 eV

Geometry as ORCA input:
```
! wB97M-V def2-TZVPD RIJCOSX def2/J DEFGRID3
* xyz 0 1
C -2.3318 -0.9530 -0.1238
C -1.1071 -0.5406 0.4790
C 0.1918 -0.7620 -0.3074
C 1.0261 0.4820 -0.0115
N 2.2913 0.4645 -0.0552
O 2.8746 -0.8129 -0.0412
N 0.2837 1.5385 0.4418
O -0.6059 1.9928 -0.5184
H -2.5585 -1.0840 -1.1255
H -3.0453 -1.0851 0.7180
H -0.9867 -0.0705 1.6201
H 0.0429 -0.7183 -1.3389
H 0.7218 -1.7492 -0.0509
H 3.8554 -0.5728 -0.0609
H 0.8731 2.4234 0.6930
H -1.5255 1.4472 -0.3183
*
```

---

Entry 2:
The following is a DFT calculation (wB97M-V/def2-TZVPD) of a structure of composition C33H34CrN10O6P2SSe.

Values from the calculation:
HOMO (spin up / spin down) ... -4.91 / -8.13 eV
Frontier orbital gap (spin up / spin down) ... 4.6 / 7.9 eV
Relative energy (zero: lowest compared OMol25 entry of this formula, charge and spin) ... 1.019 eV

Geometry as ORCA input:
```
! wB97M-V def2-TZVPD RIJCOSX def2/J DEFGRID3
* xyz 0 5
Cr -0.4847 0.7244 -0.3609
Se 2.4666 2.3753 6.4889
N 1.0309 1.4477 5.9761
C 0.9550 1.5420 4.6708
C -0.0742 0.9090 3.8786
C -1.1478 0.2190 4.4195
C -2.1009 -0.3418 3.5768
C -1.9365 -0.2181 2.1998
N -0.9106 0.4064 1.6471
C 0.0174 1.0126 2.4593
C 1.0062 1.7932 1.8389
N 0.9856 1.8653 0.4663
C 1.7889 2.7292 -0.1332
C 2.7032 3.5237 0.5454
C 2.8167 3.3883 1.9276
C 1.9693 2.5252 2.5973
C 1.9848 2.3346 4.0293
N 2.8872 2.8575 4.8228
H -1.2346 0.1468 5.4958
H -2.9631 -0.8616 3.9674
H -2.6774 -0.6138 1.5203
H 1.7298 2.7657 -1.2163
H 3.3246 4.2148 -0.0050
H 3.5462 3.9523 2.4936
S 4.1961 0.2590 -1.5626
C 4.4005 -0.2712 0.0757
C 5.5448 -0.2402 0.8615
C 5.4533 -0.7144 2.1570
C 4.2469 -1.2155 2.6525
C 3.1109 -1.2463 1.8701
C 3.1766 -0.7611 0.5632
N 2.1322 -0.6897 -0.3359
C 2.4935 -0.1705 -1.4606
C 1.5716 0.0800 -2.5669
C 2.0448 -0.0976 -3.8723
C 1.1806 -0.0306 -4.9445
C -0.1666 0.2021 -4.7033
C -0.6120 0.4249 -3.4112
C 0.2226 0.4155 -2.2859
H 6.4757 0.1489 0.4708
H 6.3244 -0.6900 2.7983
H 4.1987 -1.5782 3.6711
H 2.1693 -1.6120 2.2608
H 3.0904 -0.3374 -4.0291
H 1.5372 -0.1943 -5.9531
H -0.8736 0.2124 -5.5248
H -1.6710 0.5967 -3.2659
N -3.6978 2.5847 -2.9934
C -3.6312 2.6182 -1.4827
C -4.8188 3.3706 -0.9056
P -3.6596 0.8614 -0.8483
O -4.6478 0.2997 -2.0617
O -4.3437 0.7459 0.4456
O -2.3351 0.1698 -1.0808
P -2.0592 3.4517 -0.9511
O -1.2365 3.1784 -2.3600
O -2.2408 4.8950 -0.7521
O -1.4818 2.5692 0.1243
H -4.2751 1.7762 -3.2587
H -2.7331 2.4785 -3.3371
H -4.0823 3.4551 -3.3548
H -5.7674 2.9658 -1.2649
H -4.7409 4.4355 -1.1310
H -4.7965 3.2531 0.1766
H -5.2745 -0.3278 -1.6702
H -0.4636 3.7628 -2.3890
C 0.3764 -2.5965 -1.4808
N 0.3745 -4.0579 -1.4713
C -1.0097 -4.5191 -1.5787
N -1.8375 -4.0156 -0.4816
C -1.7954 -2.5549 -0.5134
N -0.4228 -2.0279 -0.3740
C 0.1400 -2.5485 0.8883
N 0.1269 -4.0088 0.9406
C 0.9110 -4.5140 -0.1878
C -1.2537 -4.4675 0.7833
H -0.0352 -2.2462 -2.4295
H 1.4019 -2.2446 -1.3848
H -1.0247 -5.6110 -1.5683
H -1.4273 -4.1648 -2.5239
H -2.4121 -2.1711 0.2986
H -2.2071 -2.2065 -1.4607
H -0.4394 -2.1621 1.7281
H 1.1705 -2.2053 0.9691
H 0.9032 -5.6059 -0.1665
H 1.9407 -4.1637 -0.0870
H -1.8532 -4.0812 1.6108
H -1.2707 -5.5590 0.8132
*
```

---

Entry 3:
The following is a DFT calculation (wB97M-V/def2-TZVPD) of a structure of composition C27H28CoN6O8P.

Values from the calculation:
HOMO (spin up / spin down) ... -4.56 / -4.76 eV
Frontier orbital gap (spin up / spin down) ... 6.8 / 7.0 eV
Relative energy (zero: lowest compared OMol25 entry of this formula, charge and spin) ... 1.866 eV

Geometry as ORCA input:
```
! wB97M-V def2-TZVPD RIJCOSX def2/J DEFGRID3
* xyz -1 2
Co 0.1975 -1.0277 -0.2437
C -2.6445 3.7144 -0.3169
N -1.5373 2.8620 -0.6228
C -0.2570 3.2386 -0.8850
C 0.4570 2.0848 -1.0394
N -0.3610 1.0203 -0.8801
C -1.5497 1.5067 -0.5974
P -3.0890 0.5611 -0.3733
C -2.5244 -0.6002 0.9106
N -1.4600 -1.3745 0.8448
C -1.4200 -2.0945 1.9870
C -2.5056 -1.7741 2.7525
N -3.2128 -0.8369 2.0578
C -4.4311 -0.1938 2.4499
C -2.7541 -0.5646 -1.7611
N -1.5675 -1.0504 -2.0553
C -1.7475 -1.8958 -3.0911
C -3.0686 -1.9226 -3.4424
N -3.7107 -1.0671 -2.5931
C -5.0990 -0.7120 -2.5946
H -2.3095 4.7489 -0.3154
H -3.4363 3.6038 -1.0631
H -3.0358 3.4529 0.6664
H 0.0308 4.2696 -0.9389
H 1.5033 1.9598 -1.2287
H -0.6031 -2.7661 2.1634
H -2.8338 -2.1285 3.7097
H -4.7750 -0.6125 3.3937
H -4.2727 0.8788 2.5757
H -5.1959 -0.3553 1.6841
H -0.9351 -2.4559 -3.5053
H -3.5910 -2.4617 -4.2062
H -5.5921 -1.1829 -3.4439
H -5.5865 -1.0329 -1.6693
H -5.2047 0.3724 -2.6861
O 3.1480 -3.6952 1.1702
C 2.5337 -2.8216 0.5627
O 1.5019 -2.2257 0.9571
C 3.1572 -2.3656 -0.8093
C 3.1693 -0.8344 -0.9196
C 4.1798 -0.4047 -2.0017
C 3.4235 -0.8012 -3.2830
C 2.1162 -1.3556 -2.6876
O 1.9289 -0.5346 -1.5471
C 2.3792 -2.7477 -2.0900
C 0.9918 -3.4631 -1.9516
O 0.8027 -4.4200 -2.7046
O 0.1420 -2.9533 -1.1848
H 4.1679 -2.7829 -0.8306
H 3.2394 -0.3087 0.0319
H 5.1356 -0.9133 -1.8962
H 4.3479 0.6731 -1.9599
H 3.9443 -1.5489 -3.8783
H 3.2249 0.0672 -3.9115
H 1.2456 -1.2975 -3.3391
H 2.9750 -3.3793 -2.7553
O 1.6192 3.7707 1.6730
C 2.0071 2.9443 2.6970
C 3.1862 3.1957 3.3881
C 3.5761 2.3840 4.4392
C 2.7653 1.3311 4.8192
C 1.5973 1.0745 4.1222
C 1.2084 1.8504 3.0397
C 0.1333 1.2933 2.0844
O -1.0213 1.7282 2.0716
O 0.6532 0.3825 1.4077
H 2.2807 4.4659 1.5732
H 3.8140 4.0284 3.0844
H 4.5099 2.5772 4.9524
H 3.0569 0.6918 5.6391
H 0.9811 0.2312 4.3947
*
```

---

Entry 4:
The following is a DFT calculation (wB97M-V/def2-TZVPD) of an isolated molecule of C28H33ClN4O3.

Values from the calculation:
HOMO ... -8.17 eV
Frontier orbital gap ... 8.7 eV
SMILES ... COc1ccc(CCc2nc3cc(-c4c(C)noc4C)ccc3n2C[C@H](C)N2CCOCC2)cc1Cl

Geometry as ORCA input:
```
! wB97M-V def2-TZVPD RIJCOSX def2/J DEFGRID3
* xyz 0 1
C -2.1108 -0.4683 -4.0631
O -2.5835 0.6328 -3.3261
C -1.6738 1.4385 -2.7193
C -0.2932 1.3207 -2.8319
C 0.5446 2.1565 -2.1160
C 0.0386 3.1264 -1.2625
C 0.9513 3.8519 -0.3156
C 0.9332 3.1197 1.0509
C 0.9241 1.6531 0.7928
N 1.9784 1.0157 0.3683
C 1.5498 -0.2364 0.0169
C 2.2459 -1.2962 -0.5457
C 1.5337 -2.4375 -0.8836
C 2.2238 -3.5696 -1.4968
C 1.8277 -4.3408 -2.6329
C 0.6189 -4.1743 -3.4788
N 2.7196 -5.2586 -2.8913
O 3.7044 -5.1491 -1.9661
C 3.4215 -4.1343 -1.1316
C 4.3676 -3.8435 -0.0275
C 0.1505 -2.5103 -0.6561
C -0.5525 -1.4716 -0.0829
C 0.1602 -0.3329 0.2576
N -0.2133 0.8822 0.7796
C -1.5320 1.1689 1.2743
C -1.9021 0.3325 2.5275
C -3.3982 0.5002 2.8045
N -1.1402 0.5959 3.7306
C 0.1920 0.0257 3.7940
C 0.6345 0.0238 5.2594
O 0.6382 1.3272 5.7930
C -0.6385 1.9105 5.6870
C -1.1085 1.9552 4.2304
C -1.3393 3.2892 -1.1894
C -2.1785 2.4607 -1.9071
Cl -3.8928 2.6405 -1.7676
H -1.5249 -0.1509 -4.9313
H -2.9999 -0.9965 -4.4036
H -1.5073 -1.1347 -3.4376
H 0.1404 0.5611 -3.4618
H 1.6122 2.0228 -2.1968
H 0.6406 4.8879 -0.1758
H 1.9680 3.8343 -0.7060
H 1.8255 3.3829 1.6189
H 0.0530 3.4228 1.6169
H 3.3015 -1.2131 -0.7460
H 0.3616 -3.1203 -3.5604
H 0.8079 -4.5886 -4.4651
H -0.2260 -4.7052 -3.0417
H 4.7444 -4.7754 0.3885
H 3.8656 -3.2675 0.7452
H 5.2185 -3.2712 -0.3970
H -0.3731 -3.4147 -0.9259
H -1.6189 -1.5447 0.0704
H -2.2558 0.9389 0.4859
H -1.6145 2.2313 1.5025
H -1.7152 -0.7219 2.2953
H -3.9793 0.0344 2.0133
H -3.6477 0.0261 3.7492
H -3.6774 1.5495 2.8544
H 0.1692 -0.9987 3.4169
H 0.9276 0.6032 3.2099
H 1.6551 -0.3499 5.3551
H -0.0486 -0.6143 5.8401
H -0.5500 2.9176 6.0983
H -1.3640 1.3330 6.2795
H -2.1063 2.3908 4.1866
H -0.4059 2.5905 3.6639
H -1.7691 4.0509 -0.5569
*
```

---

Entry 5:
The following is a DFT calculation (wB97M-V/def2-TZVPD) of a cluster of 12 separate species, C4H29NO11 in total.

Values from the calculation:
HOMO ... -9.32 eV
Frontier orbital gap ... 9.6 eV
SMILES ... C=N/C=C/C.O.O.O.O.O.O.O.O.O.O.O
Relative energy (zero: lowest compared OMol25 entry of this formula, charge and spin) ... 3.575 eV

Geometry as ORCA input:
```
! wB97M-V def2-TZVPD RIJCOSX def2/J DEFGRID3
* xyz 0 1
C -0.9811 -1.8928 -1.1118
N -1.2720 -1.0399 -0.2247
C -0.6647 -1.1166 1.0586
C 0.5720 -1.3353 1.4788
C 0.8135 -1.4031 2.9703
H -0.2571 -2.6787 -0.8931
H -1.5409 -1.9276 -2.0409
H -1.4861 -0.8685 1.7238
H 1.3952 -1.5253 0.8056
H 1.5929 -0.6750 3.2075
H 1.2557 -2.3914 3.1031
H -0.0654 -1.2323 3.5785
O 1.8602 -3.7162 -1.7346
H 2.7952 -3.9382 -1.7642
H 1.7444 -3.1488 -2.5026
O 1.3917 -4.0131 0.8022
H 1.6865 -4.9206 0.7533
H 1.3655 -3.5640 -0.0296
O 3.5002 0.5086 -0.5350
H 2.8614 0.1729 -1.1874
H 3.3284 1.3617 -0.1442
O -1.6984 3.6971 2.8336
H -1.2435 3.2067 3.5229
H -1.9041 3.0364 2.1755
O -2.8682 1.1515 2.5761
H -2.4440 1.1149 1.7265
H -2.8493 0.3042 2.9520
O 3.9963 -2.2866 -0.8603
H 3.9801 -1.3375 -0.7527
H 4.0663 -2.7449 -0.0211
O -2.0709 3.7169 -0.9443
H -2.5301 2.8789 -0.8897
H -1.3353 3.7875 -0.3175
O -3.1162 0.9501 -1.7520
H -2.3511 0.3674 -1.7575
H -3.9388 0.5391 -2.0185
O -0.1896 4.2408 0.9673
H -0.5916 4.2597 1.8497
H -0.1429 5.1844 0.7636
O -0.5074 1.8398 -2.5580
H -0.2406 2.4577 -1.8730
H -1.4115 2.0588 -2.8036
O 1.3581 -0.4316 -2.1476
H 1.2313 -1.3141 -1.7861
H 0.4856 -0.0925 -2.3843
*
```

---

Entry 6:
The following is a DFT calculation (wB97M-V/def2-TZVPD) of a structure of composition C23H27N8ORuSSe2.

Values from the calculation:
HOMO (spin up / spin down) ... -10.11 / -10.06 eV
Frontier orbital gap (spin up / spin down) ... 7.0 / 7.0 eV
Relative energy (zero: lowest compared OMol25 entry of this formula, charge and spin) ... 2.847 eV

Geometry as ORCA input:
```
! wB97M-V def2-TZVPD RIJCOSX def2/J DEFGRID3
* xyz 1 1
Ru -0.1350 -0.4763 0.4411
C -0.0222 -0.8642 -3.0745
C 0.0927 -2.2156 -2.3873
N -0.7035 -2.2515 -1.1560
C -2.1444 -2.4297 -1.3476
C -2.9406 -1.1557 -1.5484
S -2.3458 0.2851 -0.6094
C -1.9067 1.4088 -1.9825
C -0.4309 1.4718 -2.3808
N 0.2458 0.2111 -2.1193
H -1.0281 -0.7324 -3.4758
H 0.6605 -0.8345 -3.9287
H 1.1305 -2.3943 -2.1138
H -0.2096 -2.9999 -3.0901
H -0.3893 -3.0210 -0.5795
H -2.5244 -2.9246 -0.4632
H -2.3457 -3.0940 -2.1929
H -3.9629 -1.3358 -1.2184
H -2.9840 -0.8472 -2.5907
H -2.2330 2.3956 -1.6584
H -2.5489 1.1180 -2.8124
H 0.0513 2.2223 -1.7698
H -0.3546 1.7785 -3.4304
H 1.2404 0.3851 -2.1005
Se 1.9582 -0.4189 3.8945
Se 1.4046 -2.5559 3.2741
C 2.0106 -2.4626 1.4479
C 2.6891 -3.5549 0.9191
C 3.3932 -3.3940 -0.2579
C 3.4319 -2.1408 -0.8566
C 2.6747 -1.1355 -0.2968
N 1.9283 -1.2942 0.8088
C 0.2859 0.5214 3.7275
C -0.0970 1.2290 4.8601
C -1.2935 1.9231 4.8462
C -2.0721 1.8711 3.7072
C -1.6070 1.1562 2.6204
N -0.4369 0.4963 2.6043
H 2.7045 -4.4929 1.4587
H 3.9576 -4.2203 -0.6726
H 4.0270 -1.9523 -1.7404
H 2.6656 -0.1394 -0.7216
H 0.5308 1.2104 5.7401
H -1.6214 2.4712 5.7207
H -3.0317 2.3670 3.6557
H -2.1916 1.1032 1.7177
N -5.4186 -2.5766 0.4821
C -4.5287 -2.3482 1.1879
N -3.5404 -2.0483 2.0215
C -2.3176 -1.9920 1.7122
N -1.1571 -1.9483 1.5074
O 0.4098 1.9112 0.3199
N 1.3508 2.7188 0.7490
C 1.2920 4.0344 0.4606
C 2.2822 4.8921 0.8879
C 3.3453 4.4066 1.6340
C 3.3709 3.0571 1.9413
C 2.3656 2.2287 1.4890
H 0.4237 4.3359 -0.1045
H 2.2063 5.9397 0.6313
H 4.1358 5.0661 1.9647
H 4.1671 2.6286 2.5354
H 2.3205 1.1645 1.6681
*
```

---

Entry 7:
The following is a DFT calculation (wB97M-V/def2-TZVPD) of a structure of composition C21H39CrF3N4O7S.

Values from the calculation:
HOMO (spin up / spin down) ... -12.33 / -12.35 eV
Frontier orbital gap (spin up / spin down) ... 8.4 / 9.3 eV

Geometry as ORCA input:
```
! wB97M-V def2-TZVPD RIJCOSX def2/J DEFGRID3
* xyz 1 4
Cr 0.8879 1.6946 0.3756
C 0.3354 -0.0421 4.6712
C 1.0665 0.2434 3.3516
C 1.6729 -1.0211 2.6943
C 0.8978 -2.2306 2.1241
C 1.9194 -3.3433 1.8910
C -0.2227 -2.7689 3.0074
N 0.2858 -1.8104 0.8002
C 0.3975 -2.6589 -0.4065
C -0.2435 -1.9580 -1.6120
N 0.2667 -0.6127 -1.8882
C 1.6889 -0.6821 -2.2117
C 2.4649 -0.6903 -0.8945
O 3.4287 -1.3865 -0.6784
O 1.8925 0.0418 0.0189
C -0.5753 0.0784 -2.8842
C 0.1382 1.2257 -3.5926
C -1.9230 0.5430 -2.2889
C -2.0680 1.5745 -1.1444
C -3.5877 1.6092 -0.8705
C -1.6129 2.9775 -1.5163
N -1.2990 1.1131 0.0587
C -1.8817 1.5574 1.3303
C -1.1209 0.9750 2.5136
N 0.3322 1.2238 2.4723
C 0.6258 2.5697 3.0153
C 0.1404 3.7095 2.0880
O -0.2522 4.7521 2.5512
O 0.2167 3.3906 0.8530
H 0.9922 -0.6160 5.3216
H -0.5888 -0.5985 4.5616
H 0.1025 0.8869 5.1861
H 1.9717 0.7823 3.6414
H 2.3191 -1.4319 3.4709
H 2.3409 -0.6671 1.9054
H 2.3174 -3.6799 2.8421
H 2.7519 -2.9981 1.2863
H 1.4732 -4.2113 1.4163
H 0.1441 -2.8973 4.0208
H -0.5532 -3.7414 2.6486
H -1.0889 -2.1115 3.0440
H -0.6980 -1.5954 0.9685
H 0.8126 -0.9289 0.5036
H -0.1101 -3.6129 -0.2578
H 1.4507 -2.8565 -0.5970
H -1.3217 -1.8934 -1.4412
H -0.0903 -2.6208 -2.4801
H 2.0254 0.2103 -2.7326
H 1.9532 -1.5556 -2.8208
H -0.8636 -0.6519 -3.6670
H 0.7198 1.8254 -2.9022
H -0.6050 1.8644 -4.0565
H 0.7829 0.8509 -4.3829
H -2.4839 -0.3437 -1.9813
H -2.4730 0.9582 -3.1335
H -4.1013 1.7997 -1.8086
H -3.8698 2.4023 -0.1868
H -3.9582 0.6602 -0.4843
H -2.0611 3.2806 -2.4573
H -0.5319 3.0276 -1.5968
H -1.9231 3.6869 -0.7536
H -1.3843 0.0978 0.0317
H -2.9274 1.2452 1.4321
H -1.8580 2.6441 1.3529
H -1.2809 -0.1051 2.5248
H -1.5625 1.3967 3.4256
H 1.7093 2.7133 3.0321
H 0.2226 2.7174 4.0231
F 5.2477 1.9372 -0.1491
C 4.4300 2.3857 -1.0926
F 4.0312 1.3394 -1.8292
F 5.0920 3.2133 -1.8835
S 2.8864 3.1408 -0.3171
O 1.8280 2.6585 -1.2193
O 3.0881 4.5308 -0.1993
O 2.7582 2.3818 0.9324
*
```

---

Entry 8:
The following is a DFT calculation (wB97M-V/def2-TZVPD) of a cluster of 2 separate species, C2H10N2 in total.

Values from the calculation:
HOMO ... -8.72 eV
Frontier orbital gap ... 9.7 eV
SMILES ... CN.CN
Relative energy (zero: lowest compared OMol25 entry of this formula, charge and spin) ... 2.509 eV

Geometry as ORCA input:
```
! wB97M-V def2-TZVPD RIJCOSX def2/J DEFGRID3
* xyz 0 1
C 0.9751 1.3638 2.0116
N 0.3493 1.8166 0.7893
H 1.7205 2.0987 2.4391
H 0.2874 1.0424 2.7489
H 1.4963 0.5185 1.5237
H 0.0653 0.8399 0.0213
H -0.6747 2.3620 1.0125
C -0.0544 -1.6318 -1.3873
N -1.3876 -0.9112 -1.2853
H 0.2945 -2.1763 -0.4900
H -0.1147 -2.3401 -2.2086
H 0.6318 -0.8790 -1.8675
H -1.5086 -0.4903 -2.2476
H -2.0802 -1.6133 -1.0599
*
```

---

Entry 9:
The following is a DFT calculation (wB97M-V/def2-TZVPD) of a cluster of 4 separate species, C6H12FN3O9 in total.

Values from the calculation:
HOMO ... -10.80 eV
Frontier orbital gap ... 10.7 eV
SMILES ... O=C1OC[C@@H](F)O1.C[N+](=O)[O-].C[N+](=O)[O-].C[N+](=O)[O-]
Relative energy (zero: lowest compared OMol25 entry of this formula, charge and spin) ... 0.144 eV

Geometry as ORCA input:
```
! wB97M-V def2-TZVPD RIJCOSX def2/J DEFGRID3
* xyz 0 1
O -2.2708 -1.7977 1.1547
C -1.8406 -0.8091 0.6640
O -0.5745 -0.3791 0.7346
C -0.4224 0.8038 -0.0600
C -1.8432 1.1651 -0.4719
F -1.9388 1.4130 -1.8076
O -2.6113 0.0484 -0.0686
H -0.0750 1.6056 0.5926
H 0.2420 0.5951 -0.8931
H -2.2615 2.0330 0.0383
C 3.4801 4.0082 2.7916
N 2.0370 4.2701 2.4862
O 1.4774 5.1769 3.0617
O 1.5318 3.5535 1.6431
H 3.5550 2.9423 2.9748
H 3.7724 4.6126 3.6395
H 4.0081 4.2893 1.8857
C -1.0426 -5.0218 2.5804
N 0.3362 -5.4423 2.2035
O 1.1194 -5.5821 3.1335
O 0.6061 -5.6001 1.0315
H -1.1002 -3.9389 2.5654
H -1.2624 -5.4494 3.5517
H -1.7402 -5.4638 1.8722
C -0.8779 0.8551 -5.2872
N 0.0811 -0.1392 -4.7566
O 0.5442 -0.9504 -5.5255
O 0.3386 -0.0796 -3.5745
H -1.2793 0.5220 -6.2346
H -0.3465 1.7963 -5.4034
H -1.6421 0.9631 -4.5219
*
```